# 1
The following is a DFT calculation (ωB97M-V with the def2-TZVPD basis set) of a structure of composition C9H97BF4N2NbO42 at a distorted geometry.

Summary:
E in a.u.: -4151.86383
Kohn-Sham gap in eV: 5.3
E_LUMO in eV: 0.78

The geometry in ORCA input format:
```
! RIJCOSX wB97M-V def2-TZVPD def2/J DEFGRID3
* xyz -1 1
C 3.4360 -0.8157 1.2730
N 2.8491 0.2618 0.4665
C 3.7918 0.9062 -0.4309
B 1.5396 -0.0151 -0.1015
O 1.4369 -0.1505 -1.4999
Nb -0.4112 -0.2002 1.2042
C 0.2356 1.2723 2.7923
C 1.0961 2.3701 2.4259
O 0.7288 3.5040 2.2170
C -2.2295 -0.9724 2.3783
C -3.0907 -2.0540 1.7381
C -4.2127 -1.5387 0.8751
N -4.6148 -2.3384 -0.1798
O -4.7495 -0.4893 1.1129
C -1.5790 1.3943 -0.0075
F -0.7260 1.9972 -0.8946
F -2.6146 0.8964 -0.7915
C -2.1749 2.5345 0.7787
F -3.2924 2.1993 1.4229
F -2.5565 3.5262 -0.1330
H 4.2911 -1.2913 0.8267
H 3.7256 -0.3954 2.2415
H 2.6458 -1.5092 1.5093
H 3.3331 1.3829 -1.2835
H 4.2858 1.7149 0.1242
H 4.6007 0.2454 -0.7125
H 1.4633 -1.0845 -1.7241
H -0.8926 -1.4228 -0.0691
H 0.4994 -1.5519 2.0295
H -0.6611 1.6473 3.2816
H 0.7473 0.6629 3.5339
H 2.1756 2.1755 2.3503
H -2.7962 -0.1166 2.7415
H -1.7808 -1.4398 3.2525
H -2.5118 -2.7640 1.1650
H -3.5711 -2.6451 2.5232
H -3.8653 -2.5034 -0.8365
H -5.4160 -1.9157 -0.6278
H -1.4865 3.0181 1.4622
O 6.8596 0.6135 -1.4875
H 6.8427 0.6294 -2.4506
H 7.6833 1.0608 -1.2587
O -5.9459 -3.4524 3.4389
H -5.8432 -3.3917 2.4790
H -6.7839 -3.0023 3.6192
O 8.5396 -0.9042 -3.3474
H 8.4750 -1.5691 -2.6547
H 8.5207 -1.4051 -4.1788
O 8.6025 -1.2708 -6.1531
H 7.9834 -0.5910 -6.4451
H 9.4254 -1.0406 -6.5999
O 6.4569 0.8297 1.7190
H 6.5630 0.8030 0.7586
H 5.6131 1.2797 1.8379
O -3.5287 4.4888 -2.7426
H -4.2675 3.8854 -2.8786
H -3.2922 4.3570 -1.8157
O -4.1506 -0.7703 -2.7062
H -4.7697 -0.0550 -2.5306
H -3.4278 -0.6078 -2.0847
O -0.9846 0.3132 5.6584
H -1.6281 0.9948 5.8806
H -0.2962 0.3956 6.3254
O -2.4952 5.6390 2.7853
H -2.9279 5.5359 1.9295
H -1.5745 5.3980 2.6115
O -3.4583 -4.8837 -1.5465
H -4.2532 -4.5770 -2.0027
H -3.5920 -5.8370 -1.4506
O 1.9245 -0.7209 5.1018
H 2.1455 -1.4762 5.6552
H 2.4159 0.0148 5.4893
O -5.8284 2.9072 0.0673
H -4.8917 2.7821 -0.1215
H -5.8933 2.7122 1.0081
O -1.1008 -6.5541 -3.0080
H -1.4330 -7.4502 -2.8883
H -1.7287 -6.0042 -2.5176
O 6.5682 -2.5079 0.0203
H 7.5137 -2.6624 -0.0750
H 6.4481 -1.5820 -0.2376
O -2.6538 -7.3382 -5.5210
H -2.7542 -7.2336 -6.4731
H -1.8209 -6.8945 -5.3064
O 9.1765 0.4426 0.3207
H 10.1155 0.2726 0.1989
H 9.0373 0.3981 1.2747
O -1.5791 3.0400 -4.6019
H -1.8542 2.1271 -4.4703
H -2.2414 3.5637 -4.1262
O 10.1895 1.2436 -6.0941
H 10.3709 0.5940 -5.4060
H 10.6654 2.0217 -5.7905
O -1.2395 -10.3997 -4.8805
H -1.8781 -9.6945 -5.0444
H -0.4520 -10.1182 -5.3562
O 3.7205 -2.6047 -1.0752
H 3.3289 -2.7818 -1.9367
H 4.6504 -2.8183 -1.1986
O -1.1240 4.9327 -6.7013
H -1.0998 4.2239 -6.0358
H -1.1768 4.4666 -7.5402
O -0.6425 8.2745 2.9942
H -1.3970 7.6869 2.8453
H -0.4186 8.1399 3.9204
O 4.2189 0.9838 6.4080
H 5.1418 0.8601 6.1635
H 4.1956 0.8302 7.3581
O -3.8220 -7.6020 -0.3535
H -4.5681 -8.1912 -0.5006
H -3.5716 -7.7608 0.5646
O -8.5005 3.9679 1.6859
H -8.3923 3.1269 2.1413
H -7.9760 3.8711 0.8822
O 12.0734 1.1769 -4.0256
H 13.0110 1.0108 -4.1692
H 11.9675 1.1629 -3.0685
O -1.4145 10.8840 1.5708
H -1.2893 10.0512 2.0474
H -0.9445 10.7556 0.7416
O 6.9430 -3.7669 -7.8586
H 7.1140 -4.4325 -7.1851
H 7.4183 -2.9887 -7.5448
O -5.1571 -3.1410 -3.7231
H -5.2918 -3.1572 -4.6764
H -4.3276 -2.6562 -3.6054
O -4.7915 -2.0415 5.6927
H -3.8640 -1.9440 5.4468
H -5.1901 -2.4842 4.9279
O -0.4001 12.9079 4.0380
H 0.5242 13.0056 3.7874
H -0.7994 12.4798 3.2711
O -2.6891 13.7634 1.8418
H -2.5000 12.8191 1.7917
H -3.4710 13.8242 2.3984
O -8.5184 -5.2057 3.0881
H -8.6175 -5.0996 2.1367
H -7.6884 -4.7536 3.2940
O -3.2417 -4.4216 6.5179
H -3.5775 -5.3157 6.6306
H -3.8899 -3.8547 6.9532
O -3.9905 -3.9891 -6.3490
H -3.8214 -4.7405 -5.7672
H -3.5509 -4.2097 -7.1757
O 5.2697 -5.0685 -0.5712
H 5.5002 -5.7536 0.0629
H 5.7136 -4.2671 -0.2531
O -2.3490 -9.5104 1.1259
H -2.1978 -10.3381 1.5928
H -1.8917 -9.6156 0.2846
O 0.6221 13.2511 1.3280
H 0.7155 13.3262 0.3731
H -0.2162 13.6937 1.5190
O -9.6071 -2.9421 4.9640
H -10.0190 -3.0206 5.8298
H -9.3490 -3.8437 4.7345
*
```

These are the Mulliken partial charges, in e, on atoms 1 to 5: number 1, C, carries -0.749; number 2, N, carries 0.867; number 3, C, carries -1.198; number 4, B, carries 0.617; number 5, O, carries -0.484

=====

# 2
The following is a DFT calculation (ωB97M-V with the def2-TZVPD basis set) of an isolated molecule of C13H21NO2 at a distorted geometry.

Summary:
E in a.u.: -713.10722
Kohn-Sham gap in eV: 9.6
E_LUMO in eV: 0.93

The geometry in ORCA input format:
```
! RIJCOSX wB97M-V def2-TZVPD def2/J DEFGRID3
* xyz 0 1
C 3.1433 3.1563 -0.3065
C 2.7878 1.7618 -0.8298
O 2.9195 0.8569 0.2990
C 2.7246 -0.4595 0.1149
C 3.7731 -1.3794 0.3245
C 3.5455 -2.7477 0.1101
C 2.2597 -3.2481 -0.2221
C 1.1979 -2.2977 -0.2983
C 1.4297 -0.9228 -0.1203
O 0.3313 -0.0822 -0.2620
C -0.1364 0.4067 1.0147
C -1.2948 1.2958 0.7649
C -2.3701 0.6431 -0.0496
C -3.1102 -0.6147 0.4913
N -4.1285 -1.1523 -0.4155
C -5.2866 -0.2842 -0.4094
H 2.3519 3.5214 0.3092
H 4.1278 2.9607 0.2758
H 3.3386 3.9478 -1.1071
H 3.5256 1.3849 -1.6107
H 1.8286 1.6872 -1.3325
H 4.7128 -0.9299 0.5815
H 4.3092 -3.5284 0.1974
H 2.0881 -4.3691 -0.1958
H 0.2070 -2.7085 -0.5224
H 0.6936 1.0382 1.3430
H -0.2550 -0.4026 1.7404
H -1.7450 1.6779 1.6359
H -1.0097 2.1321 0.1666
H -3.1239 1.4435 -0.2292
H -2.1175 0.4218 -1.0840
H -2.3750 -1.3747 0.7362
H -3.6641 -0.3198 1.4407
H -3.8700 -1.2591 -1.4438
H -5.1294 0.8027 -0.7322
H -5.6380 -0.2967 0.6843
H -6.0413 -0.7614 -1.0593
*
```

These are the Mulliken partial charges, in e, on atoms 1 to 5: number 1, C, carries -1.065; number 2, C, carries -0.134; number 3, O, carries -0.394; number 4, C, carries 0.369; number 5, C, carries -0.640

=====

# 3
The following is a DFT calculation (ωB97M-V with the def2-TZVPD basis set) of a structure of composition C22H30FN3O4PtS.

Summary:
E in a.u.: -1938.25909
Kohn-Sham gap in eV: 7.5
E_LUMO in eV: -6.00

The geometry in ORCA input format:
```
! RIJCOSX wB97M-V def2-TZVPD def2/J DEFGRID3
* xyz 2 1
Pt 2.1582 0.0297 3.9357
F 1.8174 0.5978 -2.9344
C 0.8403 0.8604 -2.0457
C 1.1083 0.6742 -0.7241
C 0.1031 0.8593 0.2316
C 0.3836 0.6534 1.6402
O 1.5944 0.4953 1.9822
C -0.7239 0.6864 2.5246
C -1.9447 1.0640 2.0175
N -2.1813 1.3826 0.7410
C -3.5223 1.7810 0.3454
C -3.7451 3.1871 -0.1322
C -4.2590 2.7557 1.2078
C -1.1724 1.2357 -0.2026
C -1.4151 1.4668 -1.5619
C -0.4220 1.2889 -2.5128
N -0.6791 1.5678 -3.8661
C 0.3944 1.6297 -4.8590
C -0.1731 2.1978 -6.1637
N -1.3008 3.1254 -5.8178
C -2.4826 2.3375 -5.3076
C -1.9495 1.1773 -4.4592
C -0.7555 0.3234 3.9874
O -1.7716 0.4702 4.6169
O 0.2940 -0.2702 4.5403
H 2.0945 0.3561 -0.4149
H -2.7857 1.1243 2.6953
H -4.0861 0.9802 -0.1168
H -4.4537 3.3369 -0.9350
H -2.8919 3.8521 -0.1368
H -5.3191 2.5977 1.3384
H -3.7499 3.1473 2.0773
H -2.3907 1.8190 -1.8582
H 0.8457 0.6598 -5.0806
H 1.1803 2.2858 -4.4885
H -0.5950 1.4351 -6.8153
H 0.5827 2.7487 -6.7179
H -1.5710 3.7012 -6.6156
H -0.9845 3.7557 -5.0783
H -3.0381 1.9858 -6.1749
H -3.1055 3.0258 -4.7401
H -1.8297 0.2768 -5.0715
H -2.6806 0.9359 -3.6952
C 2.6135 0.0877 5.7002
H 3.6553 0.2236 6.0069
H 1.8802 0.0535 6.5050
C 2.3788 -5.4299 4.8851
C 3.2234 -4.3736 4.1870
S 2.1924 -3.2872 3.1787
O 2.9999 -2.0102 2.9844
C 2.2886 -4.1318 1.5862
C 3.6598 -4.0910 0.9356
H 3.0084 -6.0163 5.5523
H 1.9249 -6.1196 4.1728
H 1.5829 -4.9776 5.4757
H 3.9994 -4.8105 3.5612
H 3.6984 -3.6913 4.8926
H 1.5402 -3.6288 0.9720
H 1.9297 -5.1471 1.7730
H 4.0228 -3.0669 0.8707
H 3.5886 -4.5009 -0.0712
H 4.3953 -4.6832 1.4767
*
```

These are the Mulliken partial charges, in e, on atoms 1 to 5: number 1, Pt, carries 1.483; number 2, F, carries -0.335; number 3, C, carries 0.355; number 4, C, carries -0.802; number 5, C, carries 0.735

=====

# 4
The following is a DFT calculation (ωB97M-V with the def2-TZVPD basis set) of a structure of composition C6H7NO3P at a distorted geometry.

Summary:
E in a.u.: -854.67422
Kohn-Sham gap in eV: 7.4
E_LUMO in eV: 3.67

The geometry in ORCA input format:
```
! RIJCOSX wB97M-V def2-TZVPD def2/J DEFGRID3
* xyz -1 1
C -2.3567 -1.0023 0.8275
C -1.0097 -0.8218 0.9144
C -3.0852 -0.3802 -0.1733
C -1.2258 0.6790 -0.9319
C -0.4495 0.1615 0.0873
C 1.3583 0.9707 0.1351
N -2.5081 0.4794 -1.0791
O 2.7317 -1.0861 0.6104
O 1.7394 1.1448 1.4096
O 3.5252 0.5702 -1.2250
P 2.2417 -0.4729 -0.6651
H -2.9034 -1.7524 1.3498
H -0.4126 -1.5304 1.5630
H -4.1878 -0.5704 -0.2019
H -0.6832 1.0642 -1.7008
H 1.0031 1.8808 -0.4200
H 2.1181 0.1455 1.4845
H 4.1042 0.5204 -1.9845
*
```

These are the Mulliken partial charges, in e, on atoms 1 to 5: number 1, C, carries -0.408; number 2, C, carries -0.279; number 3, C, carries -0.192; number 4, C, carries -0.285; number 5, C, carries 0.060